(1)
DFT (ωB97M-V with the def2-TZVPD basis set) results for C6H12O as an isolated structure.

Values from the calculation:
* orbital gap: 10.249 eV

CARTESIAN COORDINATES (ANGSTROEM)
C (0.43077, -1.83966, -0.50915)
C (-0.43349, -0.57960, -0.42211)
C (-1.09816, -0.24175, -1.75605)
C (0.39465, 0.59241, 0.05299)
C (-0.26587, 1.77723, 0.76924)
C (0.62219, 0.84634, 1.47877)
O (0.37301, 0.01880, 2.57064)
H (0.85290, -2.07874, 0.47284)
H (-0.15773, -2.69972, -0.84900)
H (1.25816, -1.70113, -1.21771)
H (-1.21708, -0.76487, 0.32549)
H (-1.72537, -1.06836, -2.10592)
H (-0.34291, -0.04230, -2.52758)
H (-1.72686, 0.65122, -1.66550)
H (1.26419, 0.82843, -0.55818)
H (0.14942, 2.76816, 0.62177)
H (-1.33557, 1.73709, 0.95033)
H (1.66569, 1.31887, 1.69050)
H (1.29209, 0.47757, 2.67861)

Atoms 1-3, force components in eV/Å:
0.02 -0.03 0.01
-0.06 0.05 0.06
-0.06 -0.03 -0.07

=====

(2)
DFT (ωB97M-V with the def2-TZVPD basis set) results for C14H17BF6FeN6O as an isolated structure.

Values from the calculation:
* multiplicity: 5
* orbital gap (spin up / spin down): 9.454 / 8.976 eV

CARTESIAN COORDINATES (ANGSTROEM)
H (1.83725, -2.27989, -1.33262)
N (1.65687, -0.29952, -0.61850)
B (2.11534, 2.15432, 0.11140)
N (2.47871, 0.78459, -0.57374)
C (3.66977, 0.44749, -1.12779)
Fe (-0.20400, -0.19701, 0.08340)
H (4.46923, 1.18489, -1.18086)
C (3.61799, -0.88452, -1.54063)
H (4.40421, -1.46151, -2.02445)
C (2.32713, -1.31724, -1.19823)
H (2.99837, 2.93202, -0.18241)
C (-3.06128, -1.07161, 2.59385)
H (-3.89054, -1.78688, 2.67157)
H (-3.51802, -0.21238, 1.93871)
H (-2.85406, -0.56092, 3.54556)
N (2.03850, 2.01601, 1.64161)
N (0.77121, 2.65501, -0.47366)
N (1.19528, 1.14857, 2.26369)
N (-0.31437, 1.84979, -0.57398)
C (2.83119, 2.66056, 2.54960)
C (0.46303, 3.89737, -0.92548)
H (3.56422, 3.39927, 2.22459)
H (1.21613, 4.68427, -0.92406)
C (2.49508, 2.19439, 3.81579)
C (-0.87073, 3.89943, -1.33310)
C (1.46688, 1.25165, 3.57138)
C (-1.31414, 2.58438, -1.09607)
H (2.92145, 2.49941, 4.77141)
H (-1.43641, 4.73000, -1.75243)
H (0.90736, 0.64828, 4.28996)
H (-2.28662, 2.12910, -1.28530)
H (-2.14341, -1.58369, 2.24923)
C (-2.54025, -2.73757, -0.10141)
C (-1.78430, -2.31197, -1.35610)
O (-1.28745, -0.97875, -1.26962)
C (-0.66691, -3.34469, -1.63734)
F (-1.20314, -4.59855, -1.87921)
F (0.07325, -2.97165, -2.74541)
F (0.15477, -3.46387, -0.53187)
C (-2.79214, -2.28665, -2.54047)
F (-3.38419, -3.52339, -2.73720)
F (-3.79333, -1.36241, -2.29036)
F (-2.15142, -1.91490, -3.70996)
H (-1.81930, -2.87375, 0.71969)
H (-3.02643, -3.72674, -0.24274)
H (-3.33077, -2.00075, 0.14356)

Atoms 1-3, force components in eV/Å:
0.38 0.50 0.02
1.10 -0.38 -0.02
0.16 -0.08 -0.36

=====

(3)
DFT (ωB97M-V with the def2-TZVPD basis set) results for a 5-piece molecular cluster, H8IO4 overall.

Values from the calculation:
* orbital gap: 8.159 eV
* total charge: -1

CARTESIAN COORDINATES (ANGSTROEM)
I (-23.48079, 24.05078, 1.23162)
O (-23.37778, 21.94779, -1.66338)
H (-23.62170, 22.77296, -1.17804)
H (-23.05778, 21.38035, -0.96083)
O (-20.21597, 22.28208, 0.83605)
H (-20.90839, 22.85753, 1.15897)
H (-19.42050, 22.86382, 0.69541)
O (-22.29412, 21.54905, 3.36993)
H (-22.69180, 22.22716, 2.87422)
H (-22.93380, 20.89603, 3.52149)
O (-20.42257, 25.23779, -0.35056)
H (-21.24862, 24.90898, -0.01288)
H (-19.68157, 24.65439, -0.23154)

Atoms 1-3, force components in eV/Å:
-0.03 0.13 -0.01
-0.43 0.74 0.03
0.32 -0.76 -0.29

=====

(4)
DFT (ωB97M-V with the def2-TZVPD basis set) results for C4H9O2Si2 as an isolated structure.

Values from the calculation:
* orbital gap: 6.255 eV
* total charge: -1

CARTESIAN COORDINATES (ANGSTROEM)
C (-0.53737, 0.60300, 0.60833)
C (0.76555, -0.24783, -0.48886)
C (-0.92958, -0.19837, 1.65403)
C (-0.28952, 2.06916, 0.63953)
O (-1.91763, -0.02758, 2.40998)
O (-0.30427, -1.47306, 1.57639)
Si (-0.09713, -0.42447, -2.11842)
Si (0.88202, -1.80256, 0.63145)
H (-0.13683, 2.33125, -0.47538)
H (-1.25458, 2.46210, 1.03005)
H (0.44160, 2.34263, 1.33338)
H (-1.25160, 0.57967, -2.09514)
H (-0.58048, -1.68521, -2.47788)
H (0.86122, 0.06565, -3.19098)
H (2.07513, -1.84373, 1.37565)
H (1.66355, 0.45909, -0.48031)
H (0.60991, -3.20975, 0.06816)

Atoms 1-3, force components in eV/Å:
3.23 -1.42 -1.93
-0.66 0.80 2.18
-2.05 -0.08 -0.64

=====

(5)
DFT (ωB97M-V with the def2-TZVPD basis set) results for C22H24CoN3O2PS as an isolated structure.

Values from the calculation:
* multiplicity: 4
* orbital gap (spin up / spin down): 6.901 / 6.441 eV
* total charge: +2

CARTESIAN COORDINATES (ANGSTROEM)
Co (1.09702, 0.30619, -0.18955)
N (-2.76469, -0.41243, 0.13112)
C (-2.76018, -0.64997, -1.18435)
C (-3.95961, -0.84080, -1.88194)
C (-4.26440, -1.18165, -3.16536)
C (-3.51073, -1.48244, -4.32940)
C (-2.20525, -1.44787, -4.63854)
C (-0.77714, -0.66105, -2.73900)
P (1.02426, -0.40595, -2.42960)
C (1.72704, -0.58537, -4.07064)
C (2.30299, -1.81013, -4.40656)
C (2.83509, -1.99325, -5.67480)
C (2.80170, -0.95376, -6.59317)
C (2.23654, 0.27119, -6.25442)
C (1.69999, 0.46113, -4.99250)
C (1.08744, 1.38065, -2.03392)
C (-0.01723, 2.24773, -2.01047)
C (0.15214, 3.57596, -1.65184)
C (1.41243, 4.05874, -1.31661)
C (2.50943, 3.21329, -1.32770)
C (2.35468, 1.87367, -1.66954)
H (-3.63147, -0.38044, 0.64154)
H (-1.89720, -0.32707, 0.64075)
H (-4.81457, -0.71327, -1.22865)
H (-5.33177, -1.26678, -3.33018)
H (-4.10298, -1.79566, -5.18002)
H (-1.86401, -1.70949, -5.62828)
H (2.33738, -2.61601, -3.68293)
H (3.28274, -2.94089, -5.94132)
H (3.22698, -1.09334, -7.57814)
H (2.22007, 1.07853, -6.97391)
H (1.26818, 1.41860, -4.72693)
H (-1.00088, 1.89534, -2.29512)
H (-0.70041, 4.24185, -1.64718)
H (1.53676, 5.09965, -1.05081)
H (3.49222, 3.59313, -1.08317)
H (3.22866, 1.23311, -1.73442)
O (-1.49879, -0.67858, -1.62434)
O (-1.12472, -1.07995, -3.91229)
C (0.83857, -2.27669, 4.15495)
N (2.00199, -1.92940, 3.35462)
C (3.21002, -2.76429, 3.37987)
C (4.18367, -1.96162, 2.51086)
N (3.26424, -1.07001, 1.78311)
C (2.06960, -1.01703, 2.40618)
S (0.81433, 0.10906, 2.03079)
H (0.43024, -3.23415, 3.82892)
H (0.08438, -1.50330, 4.05560)
H (1.13866, -2.35301, 5.19819)
H (2.97905, -3.74355, 2.95647)
H (3.55724, -2.89816, 4.40194)
H (4.74560, -2.58764, 1.82436)
H (4.87808, -1.37631, 3.11353)
H (3.61504, -0.22878, 1.35322)

Atoms 1-3, force components in eV/Å:
0.40 0.17 0.49
-0.02 0.02 -0.01
0.00 -0.04 0.01

=====

(6)
DFT (ωB97M-V with the def2-TZVPD basis set) results for a 2-piece molecular cluster, ClFIP overall.

Values from the calculation:
* orbital gap (spin up / spin down): 7.606 / 5.516 eV

CARTESIAN COORDINATES (ANGSTROEM)
F (0.59094, 1.54036, 0.59272)
P (0.13042, 0.86913, -0.77882)
Cl (1.12847, -2.21901, 0.06345)
I (-1.84983, -0.19049, 0.12265)

Atoms 1-3, force components in eV/Å:
0.13 -0.04 -0.77
-0.31 -1.47 1.71
-0.11 1.05 -0.38

=====

The records above yield maximum force values of 4.59, 2.29, 2.85, 4.63, 0.66, 2.27 eV/A, respectively.